No. 1
# C25H58N2O2Si3Ti

C25H58N2O2Si3Ti as an isolated structure in a non-equilibrium geometry (ωB97M-V/def2-TZVPD, the OMol25 dataset).

Calculated values
molecular weight = 550.88 g/mol
largest force on an atom = 3.24 eV Å⁻¹
⟨S²⟩ = 2.006
HOMO energy (spin up / spin down) = -6.19 / -6.67 eV
E = -2965.23823 Ha
HOMO-LUMO gap (spin up / spin down) = 6.85 / 7.32 eV
LUMO energy (spin up / spin down) = 0.66 / 0.65 eV
2S+1 = 3
relative energy (zero: lowest compared OMol25 entry of this formula, charge and spin) = 190.4 kJ/mol
total charge = 0

Geometry as XYZ:
```
91
Properties=species:S:1:pos:R:3:forces:R:3:lowdin_charge:R:1
O -0.54565 0.52838 -2.61292 -0.0633 -1.3169 -0.0642 -0.220
O 0.87226 2.22058 -4.84397 0.2864 0.5249 -0.1037 -0.189
C -0.01670 -0.75538 -3.06657 0.1758 0.8227 -0.1017 -0.242
C -0.88577 -2.00610 -2.87399 -0.0364 -0.1356 0.1308 -0.054
H 0.96343 -0.85946 -2.57134 -0.5253 0.0640 -0.0372 0.083
H 0.17432 -0.64118 -4.15100 0.2535 -0.2374 0.5744 0.093
H -1.51983 -2.01447 -1.95316 0.6985 0.0754 -0.5785 0.072
H -0.18296 -2.86590 -2.84640 -0.5909 0.3604 0.0724 0.085
H -1.54582 -2.13559 -3.75231 0.2069 -0.1356 0.6062 0.070
C -1.82554 0.81683 -3.20590 0.7218 -0.4555 0.4742 -0.249
C -1.77727 0.46774 -4.66770 -0.5235 0.4579 -0.6266 -0.079
H -1.98178 1.88288 -2.99912 -0.1642 -0.3321 -0.1230 0.112
H -2.59378 0.21787 -2.67914 0.0690 0.3256 -0.3229 0.101
H -0.88892 0.90029 -5.13578 -0.2078 -0.0091 0.0912 0.073
H -2.65323 0.87555 -5.17419 -0.0861 -0.1099 -0.0622 0.089
H -1.76016 -0.61519 -4.79662 -0.2342 0.2998 -0.2511 0.057
C 0.65988 3.25616 -3.89263 -0.1760 -0.2275 0.3344 -0.273
C 2.14693 1.61855 -4.72213 -0.1468 -0.1151 0.1753 -0.283
C -0.59443 4.02491 -4.27455 0.0126 -0.0355 -0.1363 -0.066
H 1.52789 3.94765 -3.86513 -0.2532 -0.3448 -0.0347 0.122
H 0.53634 2.79093 -2.88690 0.1664 0.3236 -0.4440 0.114
H -0.48986 4.47492 -5.26872 0.0112 -0.1234 0.1622 0.082
H -0.75785 4.83089 -3.55726 -0.0504 -0.0247 0.0140 0.078
H -1.48131 3.37793 -4.28154 0.2844 0.1916 -0.0405 0.056
C 2.36118 0.67619 -5.88386 0.0716 -0.0993 -0.0405 -0.067
H 2.18229 1.05815 -3.77042 0.1822 0.1975 -0.0985 0.111
H 2.92919 2.39424 -4.71287 -0.1185 -0.0978 0.0820 0.120
H 1.71150 -0.19580 -5.81482 -0.0696 0.0050 -0.0120 0.064
H 3.39187 0.32126 -5.88962 0.0270 -0.0305 0.0274 0.077
H 2.17062 1.17084 -6.83572 -0.0205 0.0806 0.0278 0.080
H -0.02268 -2.76667 1.16550 0.1438 0.6314 -1.6792 -0.019
Ti -0.18709 -0.64760 1.10963 1.7627 -2.5115 1.0305 0.572
C 1.10097 -2.69486 0.31873 1.2286 1.4904 -0.8836 -0.268
Si 2.25803 -1.11082 0.13761 0.5359 -1.0666 0.2344 0.454
H 1.79305 -3.44464 0.73906 -0.0545 0.5512 -0.2147 0.007
H 0.87997 -3.02999 -0.72782 -0.1874 0.1616 0.7946 0.015
C 3.49148 -1.49774 -1.23881 0.1426 0.1566 -0.0453 -0.188
C 3.24510 -0.77383 1.71953 0.3259 -0.2153 0.0713 -0.169
C 1.58660 0.68235 -0.20315 -0.2258 0.4861 -0.4357 -0.201
C -1.37862 -2.62630 1.35190 -2.4177 0.2745 -0.1834 -0.327
Si -2.73006 -1.30969 1.09437 -0.6779 -0.5501 0.0064 0.433
H -1.56950 -3.08161 2.32920 -0.2278 0.1660 -0.1822 0.021
H -1.67600 -3.33208 0.54469 0.3319 0.1197 0.4735 0.045
C -4.02292 -1.92587 -0.15042 -0.0185 0.0236 0.1602 -0.183
C -2.12514 0.31118 0.25537 0.0037 1.2014 -0.7416 -0.213
C -3.67185 -0.88766 2.68076 0.0501 0.0983 -0.0326 -0.169
H 0.94774 0.85879 -1.09357 0.2325 -0.0745 0.5425 0.014
H 2.54176 1.20536 -0.43370 -0.3761 -0.4112 0.1946 0.067
H 1.18351 1.25378 0.67652 0.2510 -0.5211 -0.6264 0.016
H 3.69085 -2.57935 -1.22228 -0.0145 0.2974 -0.0631 0.034
H 4.44235 -0.96814 -1.06395 -0.2669 -0.1099 -0.1675 0.031
H 3.11746 -1.22839 -2.23629 0.1431 -0.1015 0.1603 0.012
H 3.12325 -1.56632 2.46936 0.0817 0.2150 -0.1782 0.028
H 3.01734 0.18981 2.19981 -0.0835 -0.2918 -0.1697 0.035
H 4.30400 -0.74928 1.42888 -0.0761 0.0265 0.1454 0.030
H -2.43833 0.29386 -0.80067 -0.0579 -0.0587 0.5291 0.014
H -1.04257 0.68492 0.13221 -1.3177 0.0927 -0.0062 0.014
H -2.61770 1.19083 0.72355 0.1630 -0.6679 -0.2267 0.044
H -4.62584 -0.38118 2.45007 0.3666 -0.1362 0.0855 0.035
H -3.09032 -0.25021 3.36104 -0.0996 -0.1468 -0.1366 0.013
H -3.90355 -1.82413 3.20883 0.0175 0.2299 -0.1042 0.034
H -4.95548 -1.34367 -0.05558 0.2850 -0.2016 -0.0930 0.034
H -4.24151 -2.98156 0.07018 -0.0581 0.2644 -0.1899 0.034
H -3.66356 -1.83411 -1.18700 -0.1326 -0.1460 0.2672 0.013
C 0.87124 -4.02047 3.16569 0.2504 -0.6124 0.3407 -0.034
C 0.93061 -2.63224 3.73235 -0.0718 1.1547 0.0373 -0.290
C 1.32078 -2.46844 5.06098 0.2688 -0.3980 0.3106 -0.056
C 1.34893 -1.19718 5.63951 -0.5276 0.6980 -0.3892 -0.046
C 0.84843 -0.11923 4.90455 0.3381 -0.3810 1.0293 -0.046
C 0.47216 -0.33213 3.57700 -0.3203 0.4879 -0.7195 -0.435
N 0.59471 -1.54173 2.98835 0.2374 -1.0303 1.2780 0.034
N -0.04847 0.60541 2.71251 -0.1377 0.9012 0.9420 -0.144
Si -0.37046 2.26697 3.25399 0.5153 -2.3219 -0.6213 0.396
C -1.64111 2.18637 4.60926 -0.2920 0.4985 0.3278 -0.171
C 1.24779 2.93986 3.88003 0.1930 0.5838 0.1960 -0.169
C -0.93423 3.20898 1.76218 -0.1323 0.6475 0.0997 -0.165
H -0.12647 -4.26829 2.77977 0.4877 0.0909 0.0201 0.072
H 1.61674 -4.20332 2.38149 -0.3518 0.1488 0.2822 0.066
H 1.10308 -4.72372 3.98045 -0.1321 0.1997 -0.2428 0.082
H 1.58206 -3.35504 5.65321 -0.0227 0.4632 -0.3240 0.107
H 1.70834 -1.02975 6.66336 -0.2528 -0.2295 -0.4392 0.112
H 0.70091 0.86974 5.33709 0.2887 -0.4472 0.0403 0.082
H -1.54602 1.30026 5.25290 0.0488 0.2328 -0.2612 0.032
H -1.49448 3.07831 5.23722 -0.3089 -0.1881 0.0310 0.032
H -2.66188 2.20497 4.20462 0.1788 0.0234 0.1232 0.031
H 1.76185 3.47556 3.07329 -0.0204 0.0140 0.1593 0.033
H 1.03316 3.64914 4.69187 0.3114 0.0009 -0.1223 0.034
H 1.93338 2.17201 4.26136 -0.2534 0.2164 -0.1512 0.025
H -0.16497 3.25235 0.97955 -0.1459 -0.0306 0.1775 0.036
H -1.86902 2.84914 1.32407 0.2029 0.1268 0.1623 0.011
H -1.10462 4.23359 2.12604 -0.0252 -0.0234 -0.3174 0.040
```
Positions in Å, forces in eV/Å.

=====

No. 2
# C9H21AgF2N3O3

C9H21AgF2N3O3 as an isolated structure in a non-equilibrium geometry (ωB97M-V/def2-TZVPD, the OMol25 dataset).

Calculated values
molecular weight = 365.15 g/mol
largest force on an atom = 2.56 eV Å⁻¹
⟨S²⟩ = 0.750
HOMO energy (spin up / spin down) = 2.95 / -1.18 eV
E = -1092.06092 Ha
HOMO-LUMO gap (spin up / spin down) = 1.31 / 5.40 eV
LUMO energy (spin up / spin down) = 4.25 / 4.22 eV
2S+1 = 2
relative energy (zero: lowest compared OMol25 entry of this formula, charge and spin) = 0.0 kJ/mol
total charge = -2

Geometry as XYZ:
```
39
Properties=species:S:1:pos:R:3:forces:R:3:lowdin_charge:R:1
Ag -7.98973 2.00135 5.58601 -0.7921 -0.5943 -1.5286 0.709
F -9.99381 2.25095 4.09915 0.0767 0.1573 0.6387 -0.824
F -6.94701 0.93027 3.68709 0.4235 0.1156 0.4371 -0.752
C -6.81212 -0.87914 6.35434 -0.3229 1.4841 1.4769 -0.312
O -6.92590 0.24999 6.86904 0.3603 -1.2898 -0.4825 -0.100
N -6.82955 -1.98382 7.13458 0.1087 -2.2707 -0.2739 -0.166
C -6.63033 -3.36783 6.59037 1.4159 1.0136 0.1838 -0.244
C -6.79448 -1.98200 8.62557 0.1107 0.6825 -1.0821 -0.240
H -6.70185 -0.99173 5.26468 -0.1182 -0.0925 0.1020 0.119
H -6.46971 -3.47919 5.51804 -0.9498 0.7303 -0.2923 0.059
H -7.33622 -4.11155 6.96009 -0.1450 0.2930 0.0957 0.012
H -5.61332 -3.62681 6.88483 0.0190 -0.5564 0.6996 0.029
H -7.77136 -2.26555 9.01723 -0.0389 0.1402 0.1617 0.014
H -6.05861 -2.68235 9.02064 0.0696 -0.2389 -0.3925 0.010
H -6.47366 -0.99184 8.94925 -0.4047 0.0634 0.0482 0.063
C -6.11760 4.89992 6.14224 -0.6256 -1.2285 -0.6795 -0.304
O -6.75838 3.85754 6.27330 1.1799 2.1449 0.7592 -0.043
N -5.33086 5.16228 5.07110 0.4329 0.1713 0.0410 -0.187
C -4.74693 6.46475 4.75113 -0.2738 -0.8366 -1.4567 -0.075
C -5.11150 4.12715 4.07262 -0.4459 -0.6071 -0.6492 -0.049
H -6.10681 5.75595 6.83456 -0.3302 -0.1228 0.3189 0.128
H -5.13673 7.39201 5.17105 -0.1860 -0.5310 0.7339 0.079
H -5.01248 6.51610 3.69522 0.2073 0.6156 -0.2972 0.073
H -3.65728 6.43718 4.75422 0.1269 0.0739 0.4342 0.075
H -4.07570 3.81326 3.94349 0.2392 0.0574 0.6389 0.085
H -5.74325 3.25878 4.25951 0.1609 -0.1994 0.3359 0.067
H -5.40006 4.39442 3.05606 -0.3174 0.7193 0.0237 0.087
C -10.70838 1.45235 7.32625 1.2900 0.3827 0.7374 -0.357
O -9.62787 1.99240 7.51356 -0.3697 0.8607 -0.3091 -0.060
N -10.92592 0.24123 7.81888 -1.0772 -1.0740 1.5054 -0.171
C -12.21460 -0.39707 7.64343 0.5906 -1.4445 0.2124 -0.127
C -9.94653 -0.53876 8.63783 -0.7035 -0.2833 -1.0441 -0.102
H -11.60114 1.88448 6.84830 0.3682 0.1878 -0.3246 0.132
H -13.03814 0.21022 7.26782 0.4256 0.2598 -0.0442 0.078
H -12.50553 -0.89551 8.56810 -0.2678 0.4521 0.4045 0.054
H -12.05558 -1.27055 7.01110 -0.2989 0.0188 -0.6411 0.071
H -10.45460 -1.16293 9.37293 -0.5121 0.3188 0.1038 0.025
H -9.54806 -1.28334 7.94868 0.6997 0.1035 0.0868 0.065
H -9.17644 0.01857 9.17116 -0.1260 0.3230 -0.6822 0.078
```
Positions in Å, forces in eV/Å.

=====

No. 3
# C13H26O4W

C13H26O4W as an isolated structure (ωB97M-V/def2-TZVPD, the OMol25 dataset).

Calculated values
molecular weight = 430.19 g/mol
largest force on an atom = 0.49 eV Å⁻¹
HOMO energy = -23.62 eV
E = -877.16962 Ha
HOMO-LUMO gap = 7.98 eV
LUMO energy = -15.64 eV
total charge = +4

Geometry as XYZ:
```
44
Properties=species:S:1:pos:R:3:forces:R:3:lowdin_charge:R:1
W 0.05984 0.49427 -0.08271 -0.0929 0.1524 -0.0493 1.805
C 0.93995 -2.26556 -0.73490 -0.0235 -0.0379 0.0279 -0.021
C -0.57185 -2.39587 -0.78816 0.0504 -0.0525 0.0159 -0.001
O -1.14449 -1.00871 -0.63718 -0.0004 -0.0738 0.0244 -0.290
C -2.56580 -1.00216 -0.13577 -0.0313 0.0220 0.0756 -0.008
C -2.81239 0.36375 0.47841 -0.0199 -0.1357 0.0385 -0.017
O -1.51501 0.67475 1.14329 -0.0136 0.3623 -0.3275 -0.300
C -1.31456 1.67544 2.22400 0.0335 -0.0309 0.1052 -0.022
C 0.01244 1.26853 2.83678 -0.0450 -0.0275 0.0094 -0.010
O 0.90771 0.81398 1.70876 -0.0023 -0.0531 0.0512 -0.290
C 2.01747 -0.09967 2.17290 0.0009 -0.0634 -0.0076 -0.002
C 2.42160 -0.96988 0.99211 0.0767 0.0329 0.1133 -0.029
O 1.16375 -1.17736 0.24655 0.0029 -0.0188 -0.0424 -0.328
H 1.39618 -3.18552 -0.36641 -0.0143 -0.0067 0.0148 0.177
H 1.40230 -1.97753 -1.67839 0.0035 0.0239 0.0028 0.153
H -0.92182 -2.80716 -1.73437 -0.0065 0.0066 -0.0078 0.176
H -0.95561 -2.97383 0.05093 -0.0301 0.0043 -0.0088 0.158
H -3.22248 -1.19964 -0.98259 -0.0008 -0.0036 -0.0075 0.176
H -2.63743 -1.79917 0.60273 0.0090 -0.0108 -0.0087 0.159
H -3.01610 1.15268 -0.24391 -0.0014 0.0126 0.0052 0.151
H -3.61143 0.32716 1.22004 0.0298 -0.0460 0.0361 0.177
H -1.31977 2.66686 1.77336 -0.0068 -0.0008 -0.0148 0.152
H -2.12185 1.59843 2.95378 0.0093 -0.0457 0.0119 0.177
H 0.50586 2.09485 3.34717 0.0023 0.0076 0.0010 0.176
H -0.09669 0.41426 3.50300 0.0166 0.0003 0.0044 0.158
H 2.83719 0.51947 2.53477 0.0023 0.0118 -0.0041 0.174
H 1.59887 -0.69311 2.98373 -0.0083 0.0171 0.0091 0.156
H 3.15066 -0.50866 0.32539 -0.0199 -0.0025 -0.0287 0.154
H 2.80350 -1.92971 1.34360 -0.0214 -0.0185 -0.0222 0.177
C -1.01355 4.07533 -2.07088 -0.1237 0.0316 0.0114 0.035
C 0.18598 3.36017 -1.66126 0.0079 -0.0081 0.0457 -0.187
C 1.48686 1.14930 -2.00957 0.0468 0.0556 -0.0662 -0.049
C 1.38336 4.11969 -1.31530 -0.0462 0.0697 0.0057 0.031
C 0.17702 1.90031 -1.68778 0.1405 -0.0823 0.0481 -0.285
H -0.75359 4.63043 -2.99458 0.0229 -0.0280 -0.0131 0.175
H -1.26074 4.89234 -1.38106 0.0411 -0.0021 0.0077 0.146
H -1.87775 3.45317 -2.28944 0.0011 -0.0002 0.0068 0.111
H 2.35291 1.80935 -2.04568 0.0054 0.0042 0.0098 0.123
H 1.41791 0.57724 -2.93317 -0.0150 0.0256 -0.0209 0.134
H 1.81541 0.40997 -1.21634 -0.0124 -0.0112 -0.0375 0.063
H 1.80202 4.48606 -2.27453 0.0297 -0.0499 -0.0092 0.177
H 2.16702 3.56951 -0.80103 0.0235 -0.0070 0.0008 0.106
H 1.13505 5.04823 -0.79189 -0.0104 -0.0134 -0.0006 0.141
H -0.66732 1.52218 -2.28679 -0.0103 -0.0101 -0.0058 0.142
```
Positions in Å, forces in eV/Å.

=====

No. 4
# C3H13N2O

A 2-piece molecular cluster, C3H13N2O overall in a non-equilibrium geometry (ωB97M-V/def2-TZVPD, the OMol25 dataset).

Calculated values
molecular weight = 93.15 g/mol
largest force on an atom = 3.82 eV Å⁻¹
⟨S²⟩ = 0.751
HOMO energy (spin up / spin down) = -2.57 / -9.87 eV
E = -306.68146 Ha
HOMO-LUMO gap (spin up / spin down) = 3.37 / 10.47 eV
LUMO energy (spin up / spin down) = 0.79 / 0.59 eV
2S+1 = 2
relative energy (zero: lowest compared OMol25 entry of this formula, charge and spin) = 126.4 kJ/mol
total charge = 0

Geometry as XYZ:
```
19
Properties=species:S:1:pos:R:3:forces:R:3:lowdin_charge:R:1
C -0.47886 -0.08908 -0.76903 0.4557 1.7527 -0.0383 -0.303
C 0.00121 1.40380 -0.59754 1.4800 0.7679 -1.2872 -0.186
C 1.41153 1.52592 0.19121 -3.7506 0.6838 0.1975 -0.295
N 1.33757 0.65337 1.32953 1.6787 -1.5686 1.1346 -0.090
N -1.03012 -0.50169 0.56145 1.5168 0.2946 0.2600 0.047
H -1.15542 -0.15853 -1.65375 -0.1245 -0.1384 1.2581 0.088
H 0.35013 -0.75536 -1.01394 0.1293 0.2400 0.2423 0.091
H -0.70721 2.11278 -0.10876 0.0974 -1.0530 -0.2606 0.087
H 0.11126 1.82103 -1.65466 0.0436 -0.4166 1.2203 0.109
H 1.55258 2.49722 0.64665 -0.1538 0.7970 -0.8255 0.095
H 2.20304 1.35580 -0.43623 1.9102 -0.7437 -1.5461 0.071
H 1.06288 1.29914 2.10385 1.2160 -1.6010 -0.0165 0.087
H -0.37101 -0.03140 1.29482 -0.8094 -0.9320 -1.1630 0.095
H 2.22365 0.00344 1.39142 -2.3855 2.0083 0.7561 0.134
H -1.98418 -0.18554 0.66027 -1.0988 0.2172 0.2376 0.015
H -0.98787 -1.52425 0.67990 -0.1896 -0.1294 -0.1470 0.064
H -0.65943 -2.92136 -1.48350 -0.8673 -0.4464 0.4129 0.037
H -1.86123 -3.43448 -0.55663 -2.5842 -1.0868 -0.5848 -0.023
O -1.01850 -3.07081 -0.58506 3.4359 1.3545 0.1495 -0.122
```
Positions in Å, forces in eV/Å.